[1]
117
Properties=species:S:1:pos:R:3:forces:R:3:mulliken_charge:R:1 method="wB97M-V/def2-TZVPD" e_lumo_ev=-0.8782 total_charge=0
Na -3.6633 1.0070 0.8763 0.7 -0.8 0.0 0.817
O 1.2505 0.8271 4.6569 -1.0 0.4 -0.1 -0.205
O -4.3298 -3.8004 -3.2670 0.3 0.7 0.4 -0.728
O 5.1126 5.9328 -0.8639 -0.1 0.1 0.2 -0.414
O 0.7715 4.2177 1.6426 -0.2 0.3 0.2 -0.652
O -1.2094 0.7392 0.7234 -0.5 0.5 0.0 -0.157
O -0.5338 -3.6520 -7.1389 0.6 -0.5 -0.5 -0.393
O 2.9732 -2.6140 0.9811 0.1 -0.3 -0.8 -0.159
O -7.1436 -2.7437 0.7011 -1.1 1.0 0.4 -0.258
O -1.6565 -0.9081 -0.6985 0.2 0.0 0.0 -0.427
O -2.5185 5.5667 -1.6802 0.6 -0.7 0.4 -0.704
N -1.5109 3.6403 -0.9872 0.4 -1.3 0.8 0.012
N -1.4138 -0.2265 3.3614 0.5 1.8 2.0 -0.225
N -2.6401 -3.6352 -1.7429 0.4 -0.2 0.9 -0.181
N -3.3041 -1.7876 -2.8542 -1.0 0.5 -0.5 -0.046
N 4.2867 0.8638 1.3498 0.6 -0.3 0.3 -0.830
N -1.1676 3.3530 2.4613 0.2 0.4 0.3 -0.198
N -4.6669 -1.2138 0.3706 -1.6 -0.1 -1.1 -0.451
N -0.3737 5.5962 -0.9093 1.0 -0.3 0.7 -0.219
N 5.2342 3.0918 -1.0036 0.3 0.4 0.6 -0.460
N 1.6016 -2.6994 -5.2665 -0.4 -0.6 0.2 -0.557
N -0.0885 4.9972 3.6244 -0.4 0.1 0.4 -0.429
C 3.0745 2.9691 -2.0664 0.0 0.8 -0.1 -0.986
C -0.7086 -0.8192 4.5275 0.9 -1.1 -1.6 0.609
C 3.9549 -0.4466 0.7532 -1.4 1.7 -1.7 2.139
C -0.0753 -1.5392 -3.9551 0.1 -0.6 -0.2 -1.058
C 5.4226 5.9137 0.5296 0.1 0.8 -0.4 -0.689
C -6.3437 -2.4368 1.8270 1.4 -1.3 -1.2 -0.816
C 3.5590 -1.5440 1.6872 0.3 -0.3 1.3 -0.201
C 5.0446 -0.8071 -0.2528 0.9 -0.7 0.5 -1.673
C -4.9108 -2.4063 1.2424 0.5 1.3 0.6 0.300
C -3.5168 -3.1111 -2.6513 0.4 -1.3 -0.4 0.319
C -0.7688 -2.6799 -6.1240 -0.2 -0.3 -1.2 -0.694
C -0.3877 -4.9876 -6.7110 -0.1 0.4 0.9 -0.644
C 0.9059 1.3855 5.9267 0.3 -0.4 -1.0 -0.829
C -8.4506 -3.1541 1.0849 0.3 -0.7 -0.4 -0.808
C -0.9181 0.0138 -0.2754 -0.6 0.1 -0.5 -0.357
C -0.8351 -2.3247 4.4068 -1.2 -0.9 1.6 -1.749
C 0.3458 0.3748 -1.0259 0.1 0.6 0.8 -0.532
C -0.0939 4.2057 2.5113 0.2 -0.5 -0.4 0.598
C 3.4128 -3.9321 1.2385 0.3 0.7 0.9 -0.885
C 3.9070 5.2423 -1.1852 0.9 -1.6 0.3 -0.628
C 4.2954 3.8707 -1.8053 -0.7 -0.2 -0.6 0.374
C -3.8056 -2.3144 2.2872 -0.3 -1.3 -0.7 -1.145
C 0.7928 -0.5050 4.4906 1.1 -0.4 0.6 -0.318
C 0.1694 -2.6933 -4.9491 0.6 0.1 0.8 0.469
C -1.5535 4.9724 -1.1920 -1.0 1.7 -1.5 0.487
H -0.1775 1.4729 6.0323 0.0 0.1 0.1 0.295
H 3.1031 -4.2639 2.2364 -0.3 -0.1 0.0 0.311
H 3.0498 -0.2031 0.1764 -0.1 -0.8 -0.3 -0.648
H -1.1647 2.5748 1.8207 0.1 -0.1 -0.2 0.058
H 3.3145 5.0842 -0.2786 -0.1 0.0 0.0 0.159
H -0.6593 3.2374 -0.6365 0.1 -0.1 0.0 -0.125
H -5.5422 -1.1046 -0.1578 0.0 0.2 0.3 0.306
H -1.0168 -0.4814 2.4623 0.2 -0.3 0.1 -0.075
H 2.6845 2.5822 -1.1244 0.2 -0.2 0.0 -0.028
H -9.0445 -3.2625 0.1798 0.0 0.1 0.0 0.253
H -1.8842 -2.6384 4.4122 -0.2 0.5 -0.5 0.310
H -0.7003 4.7700 4.3856 0.0 0.0 0.0 0.143
H -0.6217 -1.7766 -6.7271 -0.6 0.3 0.5 0.267
H -1.0997 -1.1763 -3.9493 0.0 0.0 -0.2 0.253
H 6.0209 -0.9230 0.2343 -0.1 0.2 0.4 0.413
H -2.8678 -2.4811 1.7531 0.1 0.3 0.1 0.250
H 2.7915 -1.2747 2.4200 0.3 0.7 0.0 -0.507
H -2.5713 -1.2782 -2.3830 0.1 0.0 0.1 0.103
H -0.5499 -2.8200 5.3437 0.8 0.0 -0.3 0.509
H -1.1661 -5.2626 -5.9862 -0.2 0.0 -0.1 0.275
H 5.6047 4.9165 0.9271 -0.4 -0.1 0.1 0.316
H 0.6126 -0.7231 -4.1778 -0.1 0.1 0.0 0.559
H 4.5053 -3.9763 1.2736 0.1 -0.1 -0.4 0.358
H 6.3395 6.4830 0.6855 0.1 0.0 -0.3 0.234
H 3.3648 2.1620 -2.7386 -0.1 -0.2 0.2 0.425
H 0.1627 1.2345 -1.6762 -0.3 -0.3 -0.4 0.162
H 0.2439 5.1978 -0.2153 0.0 -0.1 0.0 0.159
H 1.2979 0.7422 6.7189 0.0 0.1 0.2 0.354
H 4.7799 4.0998 -2.7620 -0.2 0.2 -0.1 0.189
H 4.4536 -1.7817 2.2839 -0.1 -0.6 -0.1 0.470
H -0.4436 -5.6601 -7.5618 0.1 0.1 -0.1 0.251
H -3.9072 -3.1680 2.9647 0.1 0.4 0.5 0.444
H 2.9808 -4.5786 0.4824 0.1 0.0 -0.1 0.213
H -0.3867 -2.7927 3.5326 0.4 0.3 0.0 0.289
H -2.6470 -4.6047 -1.4844 -0.4 0.0 -0.3 0.186
H -1.7981 -2.8983 -5.8013 0.0 0.8 0.3 0.355
H -2.0416 -3.0435 -1.1827 -0.1 0.2 -0.2 0.214
H 4.6469 6.4582 1.0712 -0.2 -0.3 0.3 0.273
H 0.7703 -0.4646 -1.5622 0.1 0.1 0.0 0.337
H -3.8072 -1.4127 -3.6422 0.1 0.2 0.2 0.196
H -4.0921 -1.5346 -0.4109 0.6 0.2 0.4 -0.029
H 1.0113 0.8123 -0.2785 0.4 -0.4 -0.1 0.070
H 4.9092 -1.7802 -0.7286 -0.5 0.2 -0.1 0.349
H 4.3442 1.4799 0.5425 0.4 0.3 0.2 0.132
H -0.0165 -3.6373 -4.4257 0.0 0.1 0.1 0.187
H 3.5399 1.2537 1.9173 -0.1 -0.4 0.0 0.362
H 5.2307 -0.0519 -1.0156 -0.5 0.1 0.0 0.270
H 5.8092 2.5044 -1.5966 -0.2 -0.1 -0.1 0.226
H 1.3757 2.3649 5.9160 -0.1 0.0 0.4 0.240
H -0.1358 6.5234 -1.2019 -0.7 0.2 -0.1 0.203
H 1.3155 -1.0745 5.2763 -0.3 -0.3 0.0 0.580
H -6.6392 -1.5391 2.3777 -0.1 0.1 -0.1 0.352
H 3.3126 5.7764 -1.9242 0.1 0.3 0.0 0.416
H -1.9412 3.5374 3.0705 -0.1 -0.3 0.0 0.165
H -1.0760 -0.4546 5.4884 -0.6 0.0 -0.2 0.528
H -2.1926 2.9796 -1.3094 -0.3 0.5 -0.2 0.150
H 1.9907 -1.7995 -5.5031 -0.2 0.0 -0.3 0.238
H -6.3719 -3.3238 2.4733 0.0 0.3 0.4 0.392
H -8.3554 -4.1456 1.5395 -0.2 0.0 0.2 0.318
H 1.2244 -0.8388 3.5448 -0.3 0.1 -0.1 -0.532
H -8.9787 -2.4977 1.7795 0.3 0.3 0.0 0.297
H 0.1474 -1.9060 -2.9553 0.0 0.1 0.0 0.125
H -4.7932 -3.2970 0.6232 -0.2 -0.2 0.2 0.366
H 2.2533 3.5193 -2.5360 0.1 0.0 -0.1 0.471
H -1.0219 0.7094 3.5269 -0.8 0.4 -1.1 0.130
H 5.8960 3.7348 -0.5884 0.1 0.0 0.1 0.145
H 1.7735 -3.3890 -5.9852 0.3 0.3 -0.2 0.243
H -3.7867 -1.3290 2.7384 0.0 -0.2 0.4 0.205
H 0.5535 5.7426 3.8112 0.3 -0.1 -0.5 0.239
H 0.5585 -5.1029 -6.1712 0.1 -0.3 -0.2 0.240

***

[2]
110
Properties=species:S:1:pos:R:3:forces:R:3:mulliken_charge:R:1 method="wB97M-V/def2-TZVPD" e_lumo_ev=0.4435 relative_energy_kj_mol=198.2 smiles="COCCCCC[C@H]1OC(=O)O[C@@H]1CCC(C)C.CO.CO.CO.CO.CO.CO.CO.CO.CO.CO.CO" total_charge=0
O -3.9541 2.4364 2.6966 0.0 -0.2 -0.1 -0.431
O -2.4971 1.2583 -3.8629 0.2 0.0 0.1 -0.512
O -6.6264 -4.6184 5.2234 0.0 -0.1 0.2 -0.462
O -4.9141 -0.5974 5.7924 -0.1 -0.2 0.0 -0.502
O -0.1969 7.3526 2.1774 -0.1 -0.1 0.1 -0.467
O 3.7183 -1.8083 1.0678 -1.9 1.1 -0.9 -0.670
O -0.9880 -1.8117 -1.0840 -0.1 -0.1 0.0 -0.419
O 1.8643 -0.5453 1.5079 0.9 0.2 0.2 -0.469
O 6.7339 4.1020 1.0270 0.0 0.2 0.0 -0.385
O -4.5991 -3.0756 -2.9501 -0.1 -0.1 -0.1 -0.495
O 3.2346 -4.1648 -0.8105 -0.3 -0.1 0.0 -0.375
O 5.2076 -6.4038 -4.2524 -0.2 -0.1 0.1 -0.553
O 2.5700 -0.6894 -0.5652 0.6 -0.2 0.4 -0.384
O -1.5453 -6.0539 -4.2460 0.0 -0.1 0.2 -0.536
O 1.0109 2.4346 -3.8507 0.1 0.1 -0.3 -0.330
C -1.0132 2.4712 -1.1778 0.1 0.2 0.0 -0.870
C -4.8361 1.4543 3.2500 0.1 0.4 -0.1 -0.482
C -0.9695 7.5791 3.3513 0.2 0.1 -0.1 -0.517
C 5.5845 3.5836 1.6470 -0.3 -0.6 0.2 -0.761
C 4.6332 -6.2447 -2.9536 0.2 0.1 -0.2 -0.389
C 4.3400 3.5474 0.7629 0.2 0.5 -0.6 0.225
C -1.0851 4.4143 0.4025 0.4 -0.7 0.4 -1.771
C 4.1125 1.6314 -0.9026 0.1 0.8 0.1 -0.952
C -1.0233 -3.2356 -1.0552 0.2 0.2 0.0 -0.227
C 2.8120 -1.0694 0.7110 0.8 -0.9 0.4 0.523
C 2.6113 1.6150 -1.2393 0.5 -0.4 0.0 -0.110
C 1.4001 0.7324 0.9323 0.5 -1.6 -0.2 1.133
C 1.6446 3.2041 -4.8689 -0.2 -0.1 0.1 -0.704
C -0.0764 0.7614 1.2457 -0.3 0.5 0.5 -0.775
C 6.6147 5.4426 0.5869 0.5 -0.1 0.2 -0.720
C -0.4393 3.0487 0.1230 -0.6 0.0 -0.2 2.157
C 2.3049 -5.0614 -0.2213 0.1 0.2 0.0 -0.185
C -0.7115 2.1430 1.3299 0.3 0.5 -0.6 -1.530
C -4.6995 -4.4974 -2.8723 0.2 0.2 0.0 -0.448
C -0.2202 -5.6566 -3.9034 -0.2 0.1 -0.2 -0.433
C -6.8044 -5.5111 6.3201 -0.1 0.1 -0.2 -0.520
C -2.6431 -0.1131 -3.4893 0.0 0.1 -0.2 -0.618
C 1.8038 0.5265 -0.5532 -0.5 0.6 -0.1 0.058
C 4.6227 3.0667 -0.6726 -0.3 -0.5 0.2 -0.950
C -4.9008 -2.0280 5.7682 0.2 0.3 0.1 -0.479
H 3.7409 -6.8650 -2.9120 0.0 0.0 -0.1 0.166
H -4.7907 -2.4305 6.7790 0.0 -0.1 0.0 0.252
H 1.8276 2.6029 -5.7631 0.0 0.1 0.0 0.304
H 5.9932 -5.8560 -4.2901 0.1 0.1 0.0 0.299
H -0.3757 7.4142 4.2544 -0.1 0.0 0.0 0.278
H -0.9480 -3.6077 -0.0303 -0.1 -0.1 0.0 0.317
H -3.5157 -0.5616 -3.9715 0.0 0.0 0.0 0.405
H 0.8963 0.3552 -1.1289 0.0 -0.1 -0.1 0.396
H -7.7990 -5.4028 6.7596 0.0 0.0 0.1 0.271
H 7.3939 6.0396 1.0594 0.1 0.1 0.1 0.291
H -4.0858 -2.3965 5.1399 0.0 -0.1 0.0 0.282
H -0.0437 -5.9459 -2.8707 0.0 0.0 0.0 0.107
H 3.8953 4.5409 0.7201 -0.1 0.1 0.1 0.386
H -4.6032 -4.8399 -1.8382 0.0 -0.1 0.0 0.247
H 6.7879 5.4806 -0.4861 -0.2 0.1 -0.2 0.241
H 0.5192 -6.1444 -4.5426 0.1 0.0 0.1 0.343
H -0.8295 4.7038 1.4193 0.1 0.4 0.0 0.365
H -6.6564 -6.5490 6.0118 0.0 0.0 0.1 0.254
H 5.6890 3.1071 -0.8726 0.2 0.1 0.0 0.659
H -0.6002 0.1117 0.5538 -0.1 0.0 -0.3 -0.060
H -1.7908 2.0903 1.4478 -0.2 -0.3 0.2 0.323
H 2.1729 2.5917 -1.0616 -0.2 0.0 0.1 0.124
H -5.8422 -2.3660 5.3572 -0.1 0.0 0.0 0.140
H -0.3378 2.6813 2.2020 0.1 -0.2 0.2 0.574
H 2.3244 -5.9854 -0.7959 0.0 0.0 0.0 0.206
H -5.8780 1.7168 3.0487 0.0 -0.1 0.0 0.277
H -1.7937 6.8704 3.3389 0.0 0.0 0.0 0.175
H -0.1181 -4.5717 -3.9939 0.2 0.0 0.1 0.226
H 3.2148 -3.3482 -0.2977 0.4 0.0 0.0 0.168
H 2.5989 3.5448 -4.4738 0.0 0.0 0.0 0.201
H -0.7643 5.1789 -0.2949 -0.1 0.2 -0.1 0.399
H 4.1299 3.7340 -1.3766 0.0 0.1 -0.2 0.341
H -1.7031 -5.7987 -5.1572 0.0 0.0 -0.1 0.288
H -0.1422 -1.5386 -0.7189 0.1 0.0 0.0 0.111
H -0.4230 2.7536 -2.0433 0.1 0.1 -0.1 0.060
H 4.6679 1.1951 -1.7266 0.0 -0.3 0.0 0.335
H -2.1626 4.2721 0.3724 -0.2 0.2 -0.1 0.386
H -4.0768 -0.3058 6.1590 0.1 0.1 0.0 0.286
H -4.6134 0.5022 2.7767 0.0 0.0 0.0 0.196
H -1.3769 8.5933 3.3677 0.0 0.0 0.1 0.276
H 2.5093 1.4380 -2.3027 -0.1 0.1 -0.2 0.383
H -2.7784 -0.1442 -2.4120 0.0 0.0 0.0 0.162
H -2.3803 1.2906 -4.8145 -0.1 0.0 -0.1 0.273
H 2.0190 1.4754 1.4279 -0.3 0.4 0.0 0.112
H 4.3545 -5.2079 -2.7671 0.0 0.0 0.1 0.180
H 1.0420 4.0757 -5.1362 0.1 0.0 0.0 0.287
H 2.5743 -5.2854 0.8147 -0.1 -0.1 0.0 0.319
H 4.3533 1.0671 -0.0030 0.0 -0.3 0.0 0.342
H -6.0597 -5.2582 7.0702 0.0 0.0 0.0 0.201
H -5.6819 -4.7768 -3.2438 0.0 0.1 0.0 0.277
H -3.7337 -2.8212 -2.6229 0.1 0.1 0.0 0.250
H 0.6352 3.1821 0.0063 0.2 0.1 0.1 -0.609
H -1.7496 -0.6890 -3.7442 0.0 0.0 0.1 0.297
H -4.6895 1.3564 4.3227 -0.1 -0.1 0.0 0.208
H 3.6014 2.8953 1.2220 -0.1 0.0 0.2 -0.390
H 5.3595 4.1020 2.5834 0.0 0.2 0.1 0.376
H -1.0883 1.3861 -1.1816 0.0 -0.1 0.0 -0.235
H -4.1529 3.2739 3.1186 0.0 0.1 0.0 0.247
H -7.2820 -4.8375 4.5581 0.0 0.0 -0.1 0.271
H -1.9740 -3.5555 -1.4760 0.0 0.0 0.0 -0.259
H 0.1647 2.1292 -4.1908 -0.1 0.0 0.1 0.225
H -0.1904 0.2913 2.2210 0.0 -0.1 0.1 0.498
H 0.5328 7.9750 2.1812 0.1 0.0 0.0 0.277
H 1.2881 -4.6551 -0.2465 0.0 -0.1 0.0 -0.101
H 5.3301 -6.5765 -2.1793 -0.1 0.0 0.1 0.279
H 5.8349 2.5607 1.9256 0.2 -0.1 0.0 0.354
H 5.6573 5.8881 0.8399 -0.2 0.0 -0.1 0.329
H -2.0093 2.8720 -1.3452 -0.2 -0.1 0.0 0.611
H -3.9360 -4.9839 -3.4835 0.0 -0.1 0.0 0.156
H -0.2123 -3.6539 -1.6552 -0.1 -0.1 0.0 0.119